No. 1
Molecular formula: C27H49NO2P2Re
Method: DFT, wB97M-V/def2-TZVPD

Its charge is +4. The value obtained for the energy is -2022.7131 Ha. Its orbital gap (spin up / spin down) is 7.39 / 3.96 eV. The value obtained for the energy above the lowest of the compared OMol25 structures with the same formula, charge and spin is 0.0 kJ/mol. Its multiplicity is 4. As for the expectation value of S²: 3.81.

Atoms and positions in Å:
1 Re -0.069 0.111 0.068
2 P -2.415 -0.175 -0.097
3 P 2.185 0.707 0.227
4 O -0.426 0.787 3.121
5 O 0.043 -0.578 -2.980
6 N 0.301 -1.691 0.404
7 C 2.022 2.576 0.211
8 C 1.241 -4.944 -0.378
9 C -0.011 -0.235 -1.864
10 C -0.308 0.577 1.975
11 C 1.414 -4.615 2.055
12 C 0.788 2.847 -0.657
13 C 4.585 1.014 1.745
14 C 3.683 -1.031 -1.366
15 C -3.255 1.458 -0.440
16 C -2.816 2.058 -1.778
17 C -3.296 -0.717 1.456
18 C -4.828 -0.678 1.421
19 C 3.177 0.401 1.774
20 C -2.670 -2.686 -1.355
21 C 3.229 -1.078 2.158
22 C -3.044 -1.212 -1.522
23 C 3.441 0.458 -1.133
24 C 3.097 1.170 -2.445
25 C -2.821 -2.089 1.942
26 C 1.069 -4.111 0.764
27 C -4.527 -1.072 -1.892
28 C 1.802 -6.199 -0.221
29 C 2.183 -6.683 1.027
30 C 0.572 -2.827 0.575
31 C 1.979 -5.885 2.157
32 C -3.079 2.448 0.713
33 C 1.927 3.225 1.602
34 H 4.597 2.063 1.432
35 H -1.620 -2.826 -1.066
36 H 0.344 3.799 -0.374
37 H 0.942 -4.558 -1.360
38 H -3.529 2.095 1.647
39 H 2.584 0.923 2.547
40 H 1.949 -6.807 -1.118
41 H -3.197 -2.902 1.309
42 H -2.020 2.653 0.915
43 H -5.189 -1.525 -1.145
44 H 4.990 0.973 2.766
45 H -5.239 0.261 1.036
46 H -1.730 -2.162 1.999
47 H -2.818 -3.182 -2.325
48 H -3.309 -3.193 -0.623
49 H -0.051 2.096 -0.466
50 H -4.323 1.192 -0.509
51 H 5.268 0.446 1.101
52 H -3.545 3.404 0.441
53 H -1.580 4.461 0.042
54 H -3.371 2.993 -1.942
55 H 1.182 2.727 2.243
56 H 3.894 0.957 -3.170
57 H -5.252 -1.516 0.854
58 H -2.952 0.041 2.186
59 H 1.611 4.271 1.478
60 H 4.362 0.916 -0.733
61 H 2.228 -1.507 2.273
62 H 2.750 -1.543 -1.637
63 H -1.746 2.309 -1.782
64 H 2.942 2.934 -0.287
65 H 1.003 2.845 -1.737
66 H -4.836 -0.037 -2.063
67 H 3.035 2.257 -2.338
68 H 4.388 -1.160 -2.198
69 H 2.155 0.795 -2.863
70 H 3.779 -1.685 1.432
71 H -5.172 -0.779 2.460
72 H -3.008 1.389 -2.624
73 H 3.744 -1.164 3.125
74 H -2.457 -0.809 -2.368
75 H 2.277 -6.259 3.133
76 H -3.224 -2.238 2.955
77 H 1.250 -4.002 2.947
78 H 2.631 -7.656 1.123
79 H -4.674 -1.614 -2.837
80 H -0.870 4.641 0.199
81 H 4.110 -1.534 -0.493
82 H 2.886 3.226 2.132

***

No. 2
Molecular formula: C36H48ClN7O3SSe2SiTc
Method: DFT, wB97M-V/def2-TZVPD

Its charge is +2. The value obtained for the energy is -8040.9423 Ha. Its orbital gap (spin up / spin down) is 5.90 / 4.97 eV. Its multiplicity is 4. As for the expectation value of S²: 3.79.

Atoms and positions in Å:
1 Tc -0.062 2.168 -0.584
2 Se -6.164 5.122 2.913
3 Se 2.435 -0.345 1.873
4 Cl 0.712 5.213 0.250
5 S 0.490 1.481 -2.738
6 Si -0.357 -0.517 -2.527
7 O -1.721 -0.600 -3.364
8 O -0.738 -0.311 -0.931
9 O 0.663 -1.690 -2.880
10 N -4.547 4.726 3.467
11 N 1.863 2.213 -0.083
12 N 1.217 -1.644 4.073
13 N -5.907 4.446 1.315
14 N -0.732 2.632 1.371
15 N -2.106 2.423 -0.887
16 N 3.069 -2.625 3.496
17 C 2.814 -1.365 -1.808
18 C 1.164 -4.178 6.790
19 C -0.499 -2.464 0.181
20 C 4.717 2.696 1.860
21 C -0.477 3.239 3.660
22 C -2.553 3.669 2.551
23 C -3.488 -0.560 -4.949
24 C 0.657 -3.106 6.076
25 C -1.805 -2.415 -4.970
26 C 2.350 -4.813 6.413
27 C -2.761 2.968 0.173
28 C -4.127 2.567 -2.153
29 C -2.749 -1.683 -0.641
30 C 3.079 -4.394 5.314
31 C 0.002 2.686 2.481
32 C 2.273 -3.412 -3.153
33 C 4.301 -2.950 2.810
34 C -4.097 3.363 0.100
35 C 2.243 -1.607 3.194
36 C 2.554 -1.210 -4.306
37 C 0.195 4.224 -1.126
38 C -2.787 2.228 -2.018
39 C 2.579 -3.311 4.606
40 C -2.024 -0.923 -4.753
41 C 4.274 3.007 0.420
42 C -2.001 3.102 1.401
43 C 2.089 -1.906 -3.033
44 C -1.410 -1.262 -0.043
45 C -4.683 3.982 1.270
46 C -4.790 3.155 -1.099
47 C 2.932 2.564 0.142
48 C -1.633 -0.526 1.272
49 C -1.131 -0.090 -5.662
50 C 1.391 -2.683 4.979
51 C -1.759 3.749 3.699
52 C -3.918 4.140 2.478
53 H 4.666 1.627 2.058
54 H 5.159 -2.723 3.444
55 H 0.632 -4.530 7.663
56 H -0.082 -0.365 -5.531
57 H -2.069 -1.203 2.006
58 H -2.601 -2.304 -1.524
59 H 2.709 -5.646 7.001
60 H 4.094 3.220 2.582
61 H -0.990 -3.187 0.834
62 H -2.509 -2.993 -4.369
63 H 3.887 -1.532 -1.905
64 H -4.627 2.375 -3.091
65 H 3.998 -4.884 5.022
66 H -1.236 0.973 -5.433
67 H -5.825 3.461 -1.174
68 H -0.792 -2.691 -4.683
69 H 0.435 -2.140 0.645
70 H 3.624 -1.366 -4.446
71 H -4.112 -1.103 -4.240
72 H -2.167 4.204 4.593
73 H -1.404 -0.247 -6.705
74 H 1.003 2.275 2.422
75 H -3.321 -0.801 -0.934
76 H -0.271 -2.954 -0.767
77 H 5.745 3.027 1.988
78 H 4.362 -2.359 1.901
79 H 0.955 4.308 -1.898
80 H 3.324 -3.640 -3.328
81 H 1.949 -3.913 -2.240
82 H -1.958 -2.665 -6.019
83 H 2.363 -0.137 -4.253
84 H -3.796 -0.823 -5.961
85 H 2.034 -1.618 -5.173
86 H -0.263 -2.615 6.363
87 H 2.635 -0.292 -1.701
88 H -3.641 0.512 -4.808
89 H 0.471 -0.974 4.070
90 H 4.316 -4.009 2.557
91 H 0.162 3.273 4.530
92 H 4.304 4.084 0.237
93 H -0.738 4.645 -1.493
94 H -2.239 1.792 -2.842
95 H -0.678 -0.157 1.655
96 H -3.319 -2.249 0.094
97 H -2.321 0.311 1.125
98 H 1.687 -3.798 -3.987
99 H 4.942 2.526 -0.299
100 H 2.464 -1.867 -0.906

***

No. 3
Molecular formula: C4H9NO2
Method: DFT, wB97M-V/def2-TZVPD

The value obtained for the energy is -362.9600 Ha. Its orbital gap is 9.70 eV. The value obtained for the energy above the lowest of the compared OMol25 structures with the same formula, charge and spin is 329.6 kJ/mol.

Atoms and positions in Å:
1 O 0.830 2.441 -1.685
2 O -1.096 -2.142 2.471
3 N 0.063 -0.738 0.781
4 C 0.754 -0.028 -1.405
5 C -0.919 -0.825 1.811
6 C 0.755 1.285 -2.231
7 C -0.087 0.416 -0.251
8 H 0.566 -0.833 -2.133
9 H -1.986 -0.580 1.428
10 H 0.327 1.275 0.148
11 H 0.684 1.201 -3.298
12 H -0.788 -0.022 2.590
13 H 1.777 -0.199 -1.082
14 H 0.040 -1.580 0.114
15 H -0.798 -2.054 3.465
16 H -1.158 0.477 -0.540

***

No. 4
Molecular formula: C2H16NO4
Method: DFT, wB97M-V/def2-TZVPD

Its charge is +1. The value obtained for the energy is -441.2838 Ha. Its orbital gap is 12.26 eV. The value obtained for the energy above the lowest of the compared OMol25 structures with the same formula, charge and spin is 62.1 kJ/mol.

Atoms and positions in Å:
1 O 1.790 -0.652 2.326
2 O 0.224 2.029 1.632
3 O 0.430 -2.951 -0.012
4 O 1.454 0.757 -2.172
5 N -0.086 -0.424 -0.429
6 C -2.120 1.047 -0.257
7 C -1.452 -0.133 -0.969
8 H -1.424 1.755 0.154
9 H 0.570 -0.520 -1.215
10 H 1.158 1.983 1.869
11 H -0.182 -3.278 0.675
12 H -0.087 2.929 1.506
13 H 2.189 -1.526 2.377
14 H 0.322 0.324 0.133
15 H 2.092 -0.210 3.138
16 H 2.251 1.090 -1.739
17 H 0.469 -3.666 -0.668
18 H -2.802 1.458 -1.025
19 H 1.363 1.395 -2.892
20 H -2.052 -1.017 -1.086
21 H -2.792 0.747 0.570
22 H -0.069 -1.339 0.095
23 H -1.245 0.199 -2.009

***

No. 5
Molecular formula: C4H40NO15
Method: DFT, wB97M-V/def2-TZVPD

Its charge is +1. The value obtained for the energy is -1359.5192 Ha. Its orbital gap is 10.71 eV. The value obtained for the energy above the lowest of the compared OMol25 structures with the same formula, charge and spin is 374.8 kJ/mol.

Atoms and positions in Å:
1 O 0.082 1.859 3.971
2 O 1.663 -1.992 2.499
3 O -2.808 0.945 -0.051
4 O -1.160 -1.908 -1.807
5 O -0.335 -3.416 3.265
6 O 1.541 -1.882 -0.633
7 O 2.094 -0.551 -3.078
8 O 2.342 3.149 -2.591
9 O -3.874 -0.911 1.399
10 O 2.895 0.316 1.412
11 O 0.609 -3.771 -2.824
12 O -1.404 -2.818 0.837
13 O -3.578 -0.906 -2.081
14 O 0.276 4.660 1.333
15 O 4.418 -1.603 0.279
16 N 0.775 1.546 -0.644
17 C -0.864 2.170 -2.350
18 C -0.635 1.356 -1.061
19 C -1.693 1.766 0.021
20 C -1.050 1.469 1.398
21 H -1.621 -1.894 -0.960
22 H 3.073 0.690 2.281
23 H 1.231 0.691 -0.302
24 H -4.720 -0.551 1.666
25 H -2.814 0.142 0.522
26 H 1.685 -0.910 -3.871
27 H -0.286 -3.953 -2.504
28 H -0.119 1.653 4.886
29 H 1.016 2.217 0.097
30 H -0.061 1.996 -3.056
31 H 2.441 -2.509 2.260
32 H -1.795 -1.881 -2.517
33 H 0.369 -3.556 -3.734
34 H 1.982 3.978 -2.885
35 H 0.716 -2.047 -0.154
36 H -0.656 4.609 1.598
37 H -1.162 -2.804 1.795
38 H 0.057 -4.275 3.443
39 H 3.639 -1.549 -0.288
40 H 3.191 3.349 -2.181
41 H -4.271 -0.925 -1.405
42 H -0.641 0.450 1.426
43 H -0.929 3.253 -2.155
44 H -0.855 0.315 -1.298
45 H -3.225 -0.067 -1.732
46 H 0.165 5.453 0.790
47 H -1.943 2.080 -2.516
48 H -0.389 2.092 1.964
49 H -3.329 -1.445 1.979
50 H 3.592 -0.358 1.290
51 H 1.700 -1.125 -2.399
52 H 0.343 2.772 3.836
53 H 5.203 -1.159 -0.044
54 H 1.472 -2.441 -1.416
55 H -1.894 -3.635 0.708
56 H 0.385 -2.772 3.420
57 H -1.917 1.341 2.055
58 H -1.911 2.803 -0.222
59 H 1.377 1.931 -1.382
60 H 1.608 -1.437 1.710

***

- Among the records above, which one has the lowest energy?
  C36H48ClN7O3SSe2SiTc

***

- The lowest energy belongs to which entry?
  C36H48ClN7O3SSe2SiTc

***

- What is the formula in the third record?
  C4H9NO2

***

- Which of these has the highest energy?
  C4H9NO2